1.
ORCA calculation (ωB97M-V/def2-TZVPD) on C41H26F3FeI2N3O4Sb as an isolated structure.

Cartesian coordinates (Å):
1 Fe 1.140 0.550 -0.842
2 O -2.439 4.609 -0.289
3 C -2.401 4.366 -1.612
4 C -3.303 5.055 -2.423
5 C -3.312 4.847 -3.786
6 C -2.425 3.947 -4.376
7 C -1.531 3.266 -3.579
8 C -1.502 3.460 -2.196
9 C -0.545 2.706 -1.382
10 O 0.277 1.904 -1.968
11 N -0.543 2.872 -0.071
12 N 0.400 2.047 0.505
13 C 0.719 2.269 1.726
14 C 1.720 1.498 2.432
15 C 1.876 1.693 3.809
16 C 2.866 1.039 4.513
17 C 3.737 0.188 3.831
18 C 3.616 -0.023 2.476
19 C 2.597 0.612 1.751
20 O 2.484 0.384 0.465
21 H -1.738 4.071 0.141
22 H -3.985 5.748 -1.950
23 H -4.017 5.391 -4.401
24 H -2.440 3.782 -5.444
25 H -0.834 2.558 -4.006
26 H 0.219 3.082 2.252
27 H 1.201 2.372 4.316
28 H 2.975 1.196 5.576
29 H 4.521 -0.321 4.379
30 H 4.279 -0.692 1.946
31 I -0.881 -3.057 -3.943
32 C 0.812 -1.874 -4.152
33 C 1.530 -1.898 -5.365
34 C 2.645 -1.134 -5.569
35 I 3.646 -1.267 -7.395
36 C 3.113 -0.269 -4.542
37 C 4.236 0.581 -4.608
38 C 4.572 1.363 -3.535
39 C 3.776 1.323 -2.379
40 N 2.725 0.546 -2.297
41 C 2.384 -0.252 -3.338
42 C 1.221 -1.076 -3.106
43 O 0.643 -1.014 -1.935
44 H 1.177 -2.553 -6.149
45 H 4.830 0.602 -5.512
46 H 5.433 2.014 -3.567
47 H 4.001 1.930 -1.511
48 F -4.256 -5.879 -0.911
49 C -3.514 -4.818 -0.538
50 C -2.142 -4.882 -0.681
51 C -1.390 -3.784 -0.297
52 C -1.993 -2.649 0.234
53 C -3.379 -2.619 0.352
54 C -4.153 -3.702 -0.035
55 Sb -0.805 -0.975 0.817
56 C -2.171 -0.145 2.224
57 C -2.671 -0.893 3.291
58 C -3.596 -0.354 4.171
59 C -4.017 0.947 3.963
60 F -4.918 1.477 4.809
61 C -3.554 1.717 2.915
62 C -2.627 1.158 2.048
63 C 0.587 -1.970 2.097
64 C 1.620 -2.678 1.489
65 C 2.597 -3.310 2.240
66 C 2.529 -3.212 3.616
67 F 3.483 -3.811 4.356
68 C 1.536 -2.501 4.257
69 C 0.568 -1.876 3.485
70 H -1.683 -5.770 -1.092
71 H -0.316 -3.825 -0.433
72 H -3.877 -1.743 0.749
73 H -5.231 -3.691 0.050
74 H -2.354 -1.919 3.433
75 H -3.998 -0.922 4.998
76 H -3.923 2.725 2.782
77 H -2.273 1.754 1.212
78 H 1.693 -2.720 0.407
79 H 3.406 -3.859 1.779
80 H 1.538 -2.425 5.335
81 H -0.190 -1.291 3.987

Calculated values
multiplicity: 6
HOMO energy (alpha / beta): -8.04 / -8.03 eV

---

2.
ORCA calculation (ωB97M-V/def2-TZVPD) on a 6-piece molecular cluster, C41H81FO11Si overall.

Cartesian coordinates (Å):
1 C 1.417 1.157 3.223
2 C 0.694 0.198 3.418
3 C 0.067 -1.179 3.580
4 Si -0.951 -1.492 1.992
5 C -2.228 -0.095 1.869
6 C -2.958 0.247 3.227
7 C -3.959 1.463 2.982
8 C -5.394 0.871 3.004
9 C -6.570 1.909 2.967
10 C -6.262 3.280 2.297
11 C -5.714 3.227 0.833
12 C -6.171 2.010 -0.024
13 C -5.064 1.784 -1.136
14 C -5.247 0.450 -1.923
15 C -5.233 -0.827 -1.031
16 C -5.294 -2.177 -1.829
17 C -6.648 -2.912 -1.519
18 O -1.603 -3.061 2.135
19 C -3.019 -3.105 2.342
20 C -3.463 -4.603 2.101
21 C 0.094 -1.450 0.387
22 F -0.169 -2.654 -0.324
23 C 1.635 -1.326 0.585
24 C 2.208 -0.008 -0.071
25 H 1.869 2.127 3.017
26 H 0.843 -1.970 3.623
27 H -0.541 -1.231 4.503
28 H -1.663 0.813 1.543
29 H -2.944 -0.321 1.050
30 H -3.573 -0.626 3.532
31 H -2.172 0.491 3.964
32 H -3.778 2.193 3.795
33 H -3.661 1.866 1.993
34 H -5.555 0.100 2.217
35 H -5.482 0.313 3.965
36 H -7.000 2.077 3.975
37 H -7.391 1.434 2.378
38 H -7.220 3.852 2.286
39 H -5.592 3.878 2.955
40 H -4.613 3.372 0.848
41 H -6.100 4.138 0.318
42 H -6.238 1.054 0.518
43 H -7.100 2.260 -0.569
44 H -4.038 1.919 -0.744
45 H -5.225 2.605 -1.876
46 H -4.364 0.371 -2.604
47 H -6.129 0.484 -2.599
48 H -6.161 -0.797 -0.414
49 H -4.392 -0.772 -0.313
50 H -5.115 -2.055 -2.913
51 H -4.504 -2.841 -1.417
52 H -6.563 -4.018 -1.636
53 H -6.977 -2.744 -0.471
54 H -7.434 -2.484 -2.176
55 H -3.601 -2.498 1.623
56 H -3.255 -2.880 3.404
57 H -3.745 -4.684 1.031
58 H -2.649 -5.303 2.356
59 H -4.390 -4.781 2.678
60 H -0.282 -0.632 -0.266
61 H 2.083 -2.180 0.027
62 H 1.979 -1.430 1.628
63 H 2.536 -0.277 -1.096
64 H 1.403 0.746 -0.103
65 H 3.093 0.329 0.496
66 O 3.991 4.384 3.034
67 C 4.947 3.651 3.034
68 O 4.834 2.407 2.545
69 C 5.946 1.528 2.301
70 C 6.299 0.743 3.547
71 C 6.246 4.067 3.663
72 H 6.799 2.072 1.894
73 H 5.619 0.839 1.522
74 H 6.628 1.399 4.354
75 H 7.098 0.030 3.335
76 H 5.428 0.197 3.913
77 H 6.237 3.797 4.720
78 H 6.342 5.147 3.574
79 H 7.121 3.640 3.175
80 O 9.011 3.383 1.336
81 C 8.546 4.088 0.473
82 O 7.215 4.095 0.256
83 C 6.541 5.040 -0.583
84 C 6.523 4.578 -2.025
85 C 9.435 4.892 -0.436
86 H 6.966 6.038 -0.470
87 H 5.519 5.093 -0.209
88 H 7.531 4.507 -2.436
89 H 5.949 5.272 -2.641
90 H 6.075 3.587 -2.101
91 H 9.711 4.288 -1.297
92 H 10.329 5.157 0.109
93 H 8.986 5.828 -0.765
94 O 11.958 5.195 -1.312
95 C 13.061 5.416 -0.886
96 O 13.199 5.960 0.333
97 C 14.450 6.066 1.023
98 C 15.180 7.338 0.646
99 C 14.289 5.185 -1.728
100 H 15.059 5.175 0.869
101 H 14.202 6.092 2.083
102 H 15.441 7.353 -0.413
103 H 16.097 7.440 1.228
104 H 14.548 8.208 0.831
105 H 14.502 6.085 -2.304
106 H 14.084 4.366 -2.414
107 H 15.166 4.896 -1.152
108 O -5.379 -5.611 -0.857
109 C -5.967 -6.659 -0.808
110 O -6.873 -6.864 0.162
111 C -7.773 -7.977 0.187
112 C -7.145 -9.179 0.861
113 C -5.639 -7.784 -1.755
114 H -8.142 -8.206 -0.814
115 H -8.635 -7.647 0.767
116 H -6.273 -9.536 0.312
117 H -7.864 -9.996 0.934
118 H -6.806 -8.918 1.864
119 H -4.841 -8.391 -1.329
120 H -5.293 -7.353 -2.694
121 H -6.494 -8.412 -2.000
122 O -5.234 -6.465 -5.851
123 C -5.685 -5.387 -6.129
124 O -6.061 -5.131 -7.394
125 C -6.800 -3.969 -7.784
126 C -5.880 -2.805 -8.083
127 C -5.752 -4.280 -5.109
128 H -7.559 -3.720 -7.040
129 H -7.336 -4.249 -8.691
130 H -5.320 -2.498 -7.199
131 H -6.451 -1.948 -8.444
132 H -5.148 -3.084 -8.843
133 H -4.818 -3.718 -5.126
134 H -5.877 -4.728 -4.125
135 H -6.595 -3.607 -5.250

Calculated values
HOMO energy: -9.05 eV